No. 1
C30H81BBrI2NO14SSi2 | wB97M-V/def2-TZVPD

The HOMO-LUMO gap is 8.8583 eV. For the HOMO energy, the calculation gives -8.721 eV. As for the total energy: -6471.3114 hartree. Its strongest force on any atom is 0.026 Eh/bohr.

Geometry (Å):
C (1.90, 2.97, 6.89)
C (1.32, 3.51, 5.59)
C (0.20, 2.64, 4.98)
C (-1.20, 3.19, 5.23)
C (-2.30, 2.44, 4.45)
C (-2.61, 3.16, 3.14)
C (-3.64, 2.44, 2.26)
C (-3.03, 1.31, 1.40)
C (-3.62, -0.08, 1.67)
C (-3.19, -1.10, 0.60)
C (-1.83, -1.73, 0.94)
C (-1.00, -1.96, -0.35)
Si (0.32, -3.26, -0.13)
C (-0.42, -4.92, -0.63)
B (0.68, -6.04, -0.58)
O (0.88, -6.88, -1.69)
O (1.44, -6.24, 0.55)
C (1.85, -3.02, -1.24)
C (2.01, -1.70, -1.96)
O (3.00, -1.05, -1.83)
N (0.92, -1.25, -2.72)
C (0.56, -2.20, -3.80)
C (1.20, 0.06, -3.30)
O (0.71, -3.42, 1.49)
Si (1.78, -2.51, 2.31)
S (3.70, -3.44, 2.23)
Br (1.89, -0.48, 1.44)
C (1.17, -2.38, 4.08)
I (-0.62, -3.42, 4.45)
C (1.73, -1.73, 5.08)
C (1.19, -1.65, 6.48)
I (3.54, -0.70, 4.82)
H (2.86, 3.45, 7.11)
H (2.08, 1.89, 6.84)
H (1.24, 3.14, 7.74)
H (0.92, 4.51, 5.80)
H (2.11, 3.65, 4.85)
H (0.27, 1.63, 5.38)
H (0.35, 2.55, 3.90)
H (-1.23, 4.25, 4.97)
H (-1.41, 3.12, 6.31)
H (-3.20, 2.40, 5.07)
H (-1.98, 1.41, 4.27)
H (-3.00, 4.15, 3.38)
H (-1.69, 3.27, 2.56)
H (-4.08, 3.18, 1.58)
H (-4.43, 2.02, 2.88)
H (-3.16, 1.54, 0.33)
H (-1.95, 1.26, 1.56)
H (-4.71, -0.03, 1.76)
H (-3.23, -0.42, 2.63)
H (-3.94, -1.89, 0.52)
H (-3.12, -0.58, -0.36)
H (-1.97, -2.66, 1.50)
H (-1.27, -1.03, 1.57)
H (-0.58, -1.00, -0.65)
H (-1.67, -2.31, -1.13)
H (-0.86, -4.86, -1.63)
H (-1.18, -5.15, 0.13)
H (1.64, -6.61, -2.23)
H (2.37, -6.43, 0.34)
H (2.79, -3.20, -0.73)
H (1.77, -3.80, -2.01)
H (0.32, -3.16, -3.35)
H (-0.33, -1.82, -4.31)
H (1.39, -2.30, -4.50)
H (0.30, 0.41, -3.81)
H (1.44, 0.78, -2.51)
H (2.01, 0.03, -4.03)
H (3.24, -4.64, 2.60)
H (1.74, -0.94, 7.08)
H (1.21, -2.64, 6.95)
H (0.15, -1.33, 6.44)
C (1.87, 4.25, -2.03)
O (1.80, 3.66, -0.73)
H (1.21, 5.11, -2.02)
H (2.89, 4.57, -2.26)
H (1.53, 3.55, -2.79)
H (2.38, 2.89, -0.73)
C (-5.83, -2.06, -1.99)
O (-4.93, -0.97, -2.12)
H (-6.13, -2.10, -0.94)
H (-6.73, -1.93, -2.60)
H (-5.35, -3.01, -2.26)
H (-4.66, -0.92, -3.04)
C (-6.72, 1.83, 5.13)
O (-5.43, 1.26, 4.92)
H (-6.84, 2.62, 4.38)
H (-7.51, 1.09, 4.98)
H (-6.82, 2.27, 6.12)
H (-5.31, 0.56, 5.57)
C (7.37, 1.87, 5.04)
O (6.48, 1.80, 3.94)
H (8.24, 2.44, 4.72)
H (6.91, 2.38, 5.89)
H (7.70, 0.88, 5.36)
H (5.71, 1.29, 4.21)
C (-2.95, -4.45, -4.20)
O (-2.70, -3.07, -4.47)
H (-2.94, -4.56, -3.11)
H (-3.93, -4.76, -4.57)
H (-2.18, -5.09, -4.62)
H (-2.71, -2.96, -5.43)
C (0.63, -3.70, -7.20)
O (1.32, -2.50, -6.88)
H (-0.20, -3.79, -6.51)
H (0.25, -3.67, -8.23)
H (1.27, -4.58, -7.09)
H (2.06, -2.42, -7.50)
C (1.97, -1.79, -10.88)
O (2.47, -2.28, -9.64)
H (1.34, -0.94, -10.66)
H (2.79, -1.46, -11.53)
H (1.38, -2.55, -11.39)
H (3.04, -3.04, -9.82)
C (-1.65, 4.43, -3.69)
O (-1.05, 5.43, -2.87)
H (-1.05, 4.35, -4.59)
H (-1.66, 3.46, -3.19)
H (-2.67, 4.70, -3.97)
H (-1.57, 5.50, -2.06)
C (3.50, 5.62, 9.75)
O (2.24, 4.96, 9.65)
H (4.27, 4.86, 9.63)
H (3.63, 6.37, 8.96)
H (3.63, 6.10, 10.72)
H (1.55, 5.62, 9.75)
C (3.01, 1.92, -10.96)
O (2.63, 1.31, -12.19)
H (2.09, 2.18, -10.44)
H (3.58, 1.23, -10.33)
H (3.59, 2.82, -11.12)
H (3.43, 1.08, -12.67)



No. 2
C30H81F6N3O18P | wB97M-V/def2-TZVPD

The HOMO-LUMO gap is 8.1426 eV. For the HOMO energy, the calculation gives -5.969 eV. As for the total energy: -3650.8375 hartree. Its total charge is -1. Its strongest force on any atom is 0.071 Eh/bohr. As for the energy above the lowest of the compared OMol25 structures with the same formula, charge and spin: 1.592 eV.

Geometry (Å):
P (-0.23, -1.34, 0.06)
F (-1.56, -1.65, -0.88)
F (-0.29, 0.12, -0.66)
F (-1.26, -0.79, 1.20)
F (1.07, -0.95, 0.92)
F (-0.25, -2.81, 0.72)
F (0.64, -1.75, -1.26)
C (-1.48, 0.04, -3.76)
O (-2.03, 0.34, -5.02)
C (-1.29, 1.24, -5.78)
C (-2.06, 1.68, -7.00)
N (-3.03, 2.70, -6.62)
C (-4.14, 2.86, -7.54)
C (-5.42, 3.45, -6.95)
O (-5.77, 2.65, -5.84)
C (-6.78, 3.25, -5.06)
H (-0.58, -0.59, -3.78)
H (-2.20, -0.48, -3.13)
H (-1.28, 0.97, -3.22)
H (-0.36, 0.80, -6.17)
H (-0.98, 2.11, -5.19)
H (-2.60, 0.82, -7.42)
H (-1.43, 2.10, -7.78)
H (-3.52, 2.40, -5.78)
H (-4.43, 1.88, -7.96)
H (-3.88, 3.40, -8.46)
H (-6.16, 3.33, -7.75)
H (-5.32, 4.51, -6.71)
H (-7.04, 2.65, -4.19)
H (-7.69, 3.32, -5.66)
H (-6.44, 4.21, -4.66)
C (2.00, 2.71, 10.08)
O (1.62, 3.19, 8.80)
C (2.73, 3.54, 8.00)
C (2.30, 3.95, 6.60)
N (1.91, 2.73, 5.86)
C (1.17, 3.08, 4.64)
C (0.64, 1.86, 3.94)
O (-0.56, 1.44, 4.56)
C (-1.27, 0.47, 3.84)
H (3.09, 2.63, 10.13)
H (1.56, 1.73, 10.25)
H (1.63, 3.38, 10.85)
H (3.59, 2.86, 7.97)
H (3.18, 4.45, 8.42)
H (3.12, 4.41, 6.06)
H (1.44, 4.63, 6.65)
H (1.22, 2.25, 6.43)
H (1.87, 3.56, 3.96)
H (0.35, 3.78, 4.84)
H (1.34, 1.03, 3.94)
H (0.47, 2.13, 2.88)
H (-1.62, 0.80, 2.85)
H (-2.15, 0.22, 4.43)
H (-0.67, -0.41, 3.58)
C (3.63, 4.70, 1.70)
O (3.16, 3.76, 0.79)
C (1.79, 3.82, 0.47)
C (1.50, 2.59, -0.41)
N (2.37, 2.53, -1.59)
C (1.86, 1.47, -2.45)
C (2.42, 1.44, -3.85)
O (3.73, 0.88, -3.86)
C (4.44, 1.24, -5.02)
H (4.70, 4.56, 1.87)
H (3.24, 4.57, 2.72)
H (3.46, 5.72, 1.33)
H (1.70, 4.79, -0.05)
H (1.09, 3.77, 1.31)
H (0.45, 2.59, -0.73)
H (1.70, 1.73, 0.22)
H (2.47, 3.43, -2.04)
H (0.77, 1.57, -2.59)
H (1.97, 0.51, -1.93)
H (2.47, 2.44, -4.30)
H (1.78, 0.92, -4.57)
H (4.64, 2.32, -4.99)
H (3.81, 1.10, -5.90)
H (5.43, 0.78, -5.06)
C (-4.71, 1.80, -1.90)
C (-3.99, 1.31, -0.66)
O (-2.60, 1.57, -0.83)
O (-6.06, 1.34, -1.96)
H (-4.16, 1.45, -2.77)
H (-4.80, 2.89, -1.92)
H (-4.11, 0.22, -0.58)
H (-4.33, 1.75, 0.28)
H (-2.06, 0.83, -0.55)
H (-6.09, 0.41, -2.19)
C (2.77, -4.57, -0.97)
C (2.89, -4.14, -2.41)
O (4.21, -4.34, -2.87)
O (2.91, -5.99, -0.85)
H (1.82, -4.28, -0.51)
H (3.55, -4.09, -0.38)
H (2.61, -3.09, -2.51)
H (2.14, -4.66, -3.01)
H (4.53, -5.16, -2.47)
H (2.07, -6.41, -1.04)
C (-0.97, -4.94, -2.29)
C (-0.66, -6.09, -1.36)
O (0.32, -7.00, -1.85)
O (-1.55, -5.32, -3.54)
H (-0.05, -4.46, -2.62)
H (-1.65, -4.22, -1.82)
H (-1.57, -6.64, -1.10)
H (-0.31, -5.74, -0.39)
H (0.09, -7.28, -2.74)
H (-2.44, -5.64, -3.37)
C (4.25, -0.82, 1.86)
C (5.14, -1.42, 0.78)
O (6.26, -0.58, 0.47)
O (3.48, 0.28, 1.40)
H (4.88, -0.52, 2.70)
H (3.57, -1.60, 2.22)
H (4.55, -1.60, -0.13)
H (5.52, -2.40, 1.09)
H (6.70, -1.05, -0.25)
H (2.64, -0.12, 1.15)
C (0.55, -3.21, 4.38)
C (1.00, -3.12, 5.83)
O (0.10, -3.77, 6.71)
O (1.53, -2.71, 3.49)
H (-0.39, -2.64, 4.35)
H (0.40, -4.26, 4.09)
H (1.10, -2.05, 6.03)
H (1.99, -3.58, 5.91)
H (0.31, -4.70, 6.68)
H (1.06, -2.41, 2.70)
C (-3.81, -2.90, 1.09)
C (-3.55, -2.74, 2.58)
O (-3.68, -4.01, 3.21)
O (-5.02, -3.61, 0.84)
H (-3.01, -3.56, 0.73)
H (-3.73, -1.94, 0.58)
H (-4.28, -1.99, 2.92)
H (-2.55, -2.37, 2.81)
H (-3.58, -3.91, 4.16)
H (-4.99, -4.34, 1.46)